{"formula": "C16H24F12MnO12P2", "method": "wB97M-V/def2-TZVPD", "homo_ev": [-13.53, -13.53], "spin_multiplicity": 7, "total_energy_ha": -4559.18714, "charge": 1, "gap_ev": [10.99, 3.53], "s_squared": 12.01, "elements": ["Mn", "P", "F", "F", "F", "F", "F", "F", "P", "F", "F", "F", "F", "F", "F", "C", "C", "C", "O", "C", "O", "O", "H", "H", "H", "H", "H", "H", "C", "C", "C", "O", "C", "O", "O", "H", "H", "H", "H", "H", "H", "C", "C", "C", "O", "C", "O", "O", "H", "H", "H", "H", "H", "H", "C", "C", "C", "O", "C", "O", "O", "H", "H", "H", "H", "H", "H"], "coordinates": [[-3.908, 5.098, 18.113], [-4.704, 3.136, 15.875], [-3.922, 3.607, 14.542], [-5.052, 4.629, 16.271], [-6.187, 2.951, 15.114], [-5.312, 2.547, 17.290], [-4.215, 1.616, 15.605], [-3.403, 3.364, 16.809], [-1.173, 6.123, 17.458], [0.145, 6.182, 18.458], [-0.657, 4.911, 16.530], [-1.886, 5.089, 18.494], [-2.610, 6.046, 16.615], [-1.908, 7.316, 18.274], [-0.546, 7.180, 16.411], [-5.540, 6.303, 24.318], [-5.430, 7.160, 23.072], [-4.202, 8.111, 22.939], [-3.715, 7.895, 21.619], [-4.265, 6.750, 21.097], [-4.018, 6.210, 20.014], [-5.201, 6.280, 21.963], [-4.643, 5.703, 24.470], [-6.422, 5.664, 24.297], [-5.737, 6.908, 25.203], [-6.318, 7.783, 22.962], [-3.446, 7.826, 23.671], [-4.508, 9.155, 23.008], [-4.869, 2.105, 23.807], [-3.764, 2.780, 22.998], [-2.672, 1.832, 22.458], [-2.487, 2.146, 21.078], [-3.411, 3.014, 20.724], [-3.572, 3.487, 19.592], [-4.243, 3.316, 21.731], [-5.650, 2.856, 23.931], [-4.575, 1.721, 24.783], [-5.279, 1.194, 23.371], [-3.402, 3.631, 23.575], [-2.885, 0.825, 22.817], [-1.774, 2.180, 22.969], [-5.196, 11.493, 16.583], [-6.023, 10.171, 16.433], [-5.766, 9.376, 15.147], [-5.328, 8.124, 15.597], [-5.152, 8.085, 16.937], [-4.693, 7.162, 17.593], [-5.454, 9.251, 17.369], [-5.308, 11.927, 17.577], [-5.600, 12.209, 15.868], [-4.133, 11.404, 16.359], [-7.082, 10.322, 16.640], [-5.009, 9.819, 14.499], [-6.631, 9.425, 14.486], [-8.453, 3.653, 22.552], [-8.427, 3.863, 21.017], [-8.645, 5.311, 20.571], [-7.581, 5.582, 19.627], [-6.823, 4.557, 19.576], [-5.887, 4.505, 18.815], [-7.192, 3.628, 20.478], [-9.461, 3.437, 22.908], [-8.077, 4.539, 23.063], [-7.856, 2.763, 22.750], [-9.227, 3.270, 20.573], [-8.521, 6.032, 21.379], [-9.633, 5.525, 20.163]]}

{"formula": "C16H24F12N2O14S7Zn", "method": "wB97M-V/def2-TZVPD", "homo_ev": -10.73, "spin_multiplicity": 1, "total_energy_ha": -7551.96119, "gap_ev": 11.03, "de_lowest_ev": 0.2986, "elements": ["Zn", "C", "F", "F", "F", "S", "O", "O", "N", "S", "O", "O", "C", "F", "F", "F", "C", "F", "F", "F", "S", "O", "O", "N", "S", "O", "O", "C", "F", "F", "F", "C", "C", "C", "S", "O", "O", "C", "H", "H", "H", "H", "H", "H", "H", "H", "C", "C", "C", "S", "O", "O", "C", "H", "H", "H", "H", "H", "H", "H", "H", "C", "C", "C", "S", "O", "O", "C", "H", "H", "H", "H", "H", "H", "H", "H"], "coordinates": [[-7.987, 12.649, 13.834], [-5.436, 13.222, 11.376], [-6.234, 13.857, 10.514], [-4.210, 13.251, 10.856], [-5.480, 13.800, 12.553], [-5.948, 11.454, 11.464], [-5.909, 10.929, 10.147], [-5.107, 10.877, 12.458], [-7.480, 11.637, 12.126], [-8.410, 10.452, 11.577], [-7.735, 9.192, 11.467], [-9.649, 10.390, 12.300], [-8.904, 10.922, 9.812], [-8.475, 12.148, 9.507], [-8.419, 10.044, 8.954], [-10.231, 10.921, 9.724], [-7.354, 16.393, 14.909], [-7.095, 17.482, 15.581], [-8.418, 16.621, 14.104], [-6.355, 16.062, 14.111], [-7.844, 14.960, 16.021], [-7.423, 15.247, 17.340], [-9.238, 14.758, 15.806], [-7.053, 13.686, 15.226], [-5.644, 13.466, 15.969], [-4.844, 12.599, 15.146], [-4.976, 14.666, 16.345], [-6.009, 12.443, 17.509], [-5.319, 11.330, 17.474], [-5.681, 13.156, 18.585], [-7.320, 12.204, 17.605], [-11.238, 9.816, 15.673], [-10.959, 10.550, 17.011], [-11.159, 12.044, 16.859], [-11.234, 12.347, 15.097], [-9.896, 12.288, 14.571], [-12.106, 13.426, 14.745], [-11.970, 10.758, 14.728], [-11.834, 8.919, 15.824], [-10.285, 9.541, 15.224], [-9.958, 10.290, 17.364], [-11.555, 10.140, 17.829], [-10.444, 12.735, 17.300], [-12.147, 12.322, 17.231], [-11.770, 10.510, 13.686], [-13.042, 10.888, 14.872], [-6.685, 6.995, 15.543], [-5.334, 7.744, 15.843], [-5.393, 9.209, 15.428], [-7.125, 9.586, 15.601], [-7.492, 10.695, 14.745], [-7.610, 9.576, 16.959], [-7.580, 8.001, 14.857], [-7.036, 6.884, 16.567], [-6.474, 6.086, 14.996], [-4.360, 7.328, 15.575], [-5.180, 7.774, 16.930], [-5.192, 9.355, 14.369], [-4.770, 9.854, 16.041], [-7.383, 8.103, 13.793], [-8.657, 7.923, 14.998], [-10.484, 17.037, 11.331], [-9.838, 16.500, 10.050], [-8.914, 15.409, 10.582], [-9.912, 14.462, 11.716], [-9.061, 14.079, 12.828], [-10.753, 13.488, 11.088], [-10.996, 15.863, 12.126], [-11.324, 17.697, 11.098], [-9.773, 17.648, 11.887], [-9.282, 17.277, 9.526], [-10.503, 16.112, 9.276], [-8.133, 15.920, 11.148], [-8.422, 14.786, 9.837], [-11.141, 16.040, 13.189], [-11.923, 15.444, 11.731]]}

{"formula": "C16H24F6NO7PS3Ti", "method": "wB97M-V/def2-TZVPD", "homo_ev": [-3.71, -4.43], "spin_multiplicity": 4, "total_energy_ha": -4190.09388, "charge": -1, "gap_ev": [6.19, 6.66], "s_squared": 3.77, "de_lowest_ev": 2.6313, "elements": ["Ti", "C", "C", "C", "C", "C", "C", "C", "C", "C", "C", "H", "H", "H", "H", "H", "H", "H", "H", "H", "H", "H", "H", "H", "H", "H", "F", "C", "F", "F", "S", "O", "O", "N", "S", "O", "O", "C", "F", "F", "F", "S", "C", "C", "O", "P", "O", "C", "O", "C", "H", "H", "H", "H", "H", "H", "H", "H", "H"], "coordinates": [[0.719, -0.378, 0.267], [-2.297, -1.748, -0.631], [-2.425, -1.838, 0.704], [-1.093, -2.233, 1.314], [-0.224, -2.534, 0.090], [-0.950, -2.220, -1.016], [-0.526, -2.322, -2.445], [0.886, -3.551, 0.160], [-1.184, -3.365, 2.328], [-3.623, -1.510, 1.526], [-3.280, -1.265, -1.648], [0.503, -2.666, -2.542], [-0.599, -1.344, -2.926], [-1.172, -3.009, -2.998], [1.620, -3.320, 0.936], [1.428, -3.632, -0.783], [0.464, -4.532, 0.392], [-0.198, -3.605, 2.730], [-1.611, -4.266, 1.879], [-1.807, -3.046, 3.164], [-3.338, -0.909, 2.390], [-4.084, -2.423, 1.915], [-4.376, -0.973, 0.949], [-2.856, -0.436, -2.221], [-4.203, -0.918, -1.187], [-3.539, -2.052, -2.362], [3.372, -0.382, -4.233], [3.061, 0.855, -4.565], [4.148, 1.562, -4.813], [2.264, 0.863, -5.621], [1.054, 1.242, -2.336], [0.003, 0.714, -1.367], [0.718, 2.609, -2.701], [2.518, 1.372, -1.344], [3.289, 0.892, -0.162], [4.516, 1.557, 0.166], [2.542, 0.422, 1.050], [3.797, -0.813, -0.729], [2.664, -1.369, -1.295], [4.738, -0.815, -1.666], [4.175, -1.649, 0.242], [-0.934, -0.392, 3.377], [-0.464, -0.921, 1.897], [0.055, 3.193, 4.030], [-0.355, 3.576, 2.719], [0.122, 2.646, 1.450], [1.407, 3.429, 0.893], [1.335, 4.683, 0.212], [-0.981, 3.196, 0.386], [-2.200, 2.469, 0.319], [0.010, 4.086, 4.653], [1.077, 2.806, 4.039], [-0.603, 2.423, 4.430], [2.336, 5.111, 0.235], [0.635, 5.360, 0.704], [1.026, 4.516, -0.819], [-2.720, 2.794, -0.580], [-2.824, 2.670, 1.195], [-2.015, 1.392, 0.249]]}